Entry P
{
  "formula": "H10O5",
  "method": "ωB97M-V/def2-TZVPD",
  "smiles": "O.O.O.O.O",
  "gap_ev": 11.069,
  "total_charge": 0,
  "lumo_energy_ev": 0.14,
  "elements": ["H", "H", "O", "H", "O", "H", "H", "H", "O", "H", "H", "O", "H", "H", "O"],
  "coordinates": [[0.10800, 0.32360, -0.01340], [-0.89400, 0.88860, 0.91260], [2.07100, -0.10340, 2.53060], [-2.00200, -2.51740, 1.75360], [-2.12600, 1.65860, -2.46840], [-2.22400, 2.25460, -3.14740], [-1.33500, 1.93460, -2.04740], [2.61100, 0.41760, 1.88260], [-1.09100, -2.35240, 1.51060], [2.22100, -0.52240, -1.13640], [-1.03500, -1.50240, 1.10860], [1.66200, 0.08160, -1.63940], [1.20700, -0.21440, 2.11460], [1.10400, -0.51740, -2.16740], [-0.27700, 0.17060, 0.80660]]
}


Entry Q
{
  "formula": "H10O5",
  "method": "ωB97M-V/def2-TZVPD",
  "smiles": "O.O.O.O.O",
  "gap_ev": 10.992,
  "total_charge": 0,
  "lumo_energy_ev": 0.34,
  "elements": ["H", "H", "H", "H", "O", "H", "O", "H", "H", "H", "H", "O", "O", "O", "H"],
  "coordinates": [[0.18119, -1.92754, -0.92520], [-0.73438, -0.22916, 0.47348], [-2.00730, 3.36953, 1.54316], [-1.20601, 2.18624, 1.02362], [1.46284, 1.02142, -0.60270], [2.14924, -1.75498, -1.49824], [-0.68956, -1.61540, -0.24950], [0.77540, 0.66974, -0.07593], [-1.72098, 0.33239, 1.72020], [-0.68065, -2.12066, 0.52924], [1.85017, 1.74134, -0.15625], [-0.86431, 0.39047, 1.36521], [-1.36080, 3.11253, 0.97178], [1.44505, -2.49671, -1.61873], [1.40010, -2.67922, -2.50012]]
}


Which of them is least stable? Easy: entry Q.


Entry P
{
  "formula": "H10O5",
  "method": "ωB97M-V/def2-TZVPD",
  "smiles": "O.O.O.O.O",
  "gap_ev": 10.661,
  "total_charge": 0,
  "lumo_energy_ev": 0.16,
  "elements": ["H", "O", "H", "H", "H", "O", "H", "H", "H", "H", "H", "H", "O", "O", "O"],
  "coordinates": [[6.56300, -15.69800, -2.53500], [6.28700, -15.45700, -1.65900], [7.29100, -15.56400, -4.89800], [8.17700, -13.22600, -7.69700], [8.61100, -14.92200, -4.85100], [7.88400, -15.15100, -4.29100], [5.78200, -14.67300, -1.83200], [6.74100, -12.36400, -3.92400], [6.78000, -13.85600, -3.93500], [5.27800, -15.71200, -6.36500], [9.44000, -12.91200, -7.10400], [4.97700, -15.81900, -4.81800], [8.57400, -13.28500, -6.82600], [6.30500, -13.14400, -3.58600], [5.65100, -15.85300, -5.48800]]
}


Entry Q
{
  "formula": "H10O5",
  "method": "ωB97M-V/def2-TZVPD",
  "smiles": "O.O.O.O.O",
  "gap_ev": 10.986,
  "total_charge": 0,
  "lumo_energy_ev": -0.01,
  "elements": ["H", "H", "O", "O", "O", "H", "H", "H", "H", "H", "H", "H", "O", "O", "H"],
  "coordinates": [[0.53411, 3.65481, -2.63922], [0.07688, 2.44148, -1.81103], [-0.01712, 3.40627, -1.88965], [0.29096, 0.47620, -1.76042], [1.65166, -2.00850, 0.68637], [0.78218, -1.85151, 0.29245], [-1.66112, -0.04013, 0.63058], [1.47167, -2.56451, 1.45182], [-0.48818, -0.25990, -0.35894], [-0.85369, -1.09349, 2.32292], [1.25604, 0.51723, -1.67337], [0.12955, 0.31886, -2.70116], [-1.38020, -1.40303, 3.08324], [-0.85363, -0.55340, 0.50791], [-0.93912, -1.04038, 3.85850]]
}


Entry R
{
  "formula": "H10O5",
  "method": "ωB97M-V/def2-TZVPD",
  "smiles": "O.O.O.O.O",
  "gap_ev": 11.734,
  "total_charge": 0,
  "lumo_energy_ev": 0.65,
  "elements": ["H", "H", "O", "H", "H", "H", "H", "O", "H", "H", "O", "H", "H", "O", "O"],
  "coordinates": [[2.00663, 0.81058, 1.00135], [-1.23612, -1.43582, 0.13818], [2.25481, 1.26612, 0.17221], [1.21162, -1.49513, 1.87385], [0.20894, 1.07330, -2.02236], [-2.00796, 0.14947, -0.96149], [-3.17961, 0.52973, -0.00141], [-0.32801, 0.99400, -1.22772], [-0.53816, -1.55444, -1.19928], [0.26120, -0.61276, 1.22494], [-0.36783, -1.65465, -0.25614], [3.20775, 1.35471, 0.29487], [0.21889, 1.34104, -0.50969], [0.99818, -0.55249, 1.86404], [-2.71031, -0.21368, -0.39135]]
}


Entry S
{
  "formula": "H10O5",
  "method": "ωB97M-V/def2-TZVPD",
  "smiles": "O.O.O.O.O",
  "gap_ev": 11.454,
  "total_charge": 0,
  "lumo_energy_ev": 0.01,
  "elements": ["O", "O", "H", "H", "H", "H", "H", "H", "O", "H", "O", "H", "H", "H", "O"],
  "coordinates": [[-3.08548, 1.40250, 0.79102], [-3.02177, -1.80691, -1.03584], [-2.90295, -2.76096, -1.10411], [3.74986, -0.28084, -0.35658], [4.77128, 0.82884, -0.16855], [1.16882, -1.13654, 0.05288], [-2.78210, 0.55175, 1.12744], [-4.04589, 1.32190, 0.78138], [1.29251, -1.32832, 0.98931], [-0.14196, 1.76092, -0.41971], [0.15345, 2.64194, -0.67568], [-2.89059, -1.62067, -0.09931], [1.92407, -2.05636, 0.99817], [1.11162, 2.60565, -0.57779], [4.69914, -0.12290, -0.30263]]
}


Which of them is least stable? Easy: entry S.


Entry P
{
  "formula": "H10O5",
  "method": "ωB97M-V/def2-TZVPD",
  "smiles": "O.O.O.O.O",
  "gap_ev": 10.762,
  "total_charge": 0,
  "lumo_energy_ev": 0.25,
  "elements": ["O", "H", "H", "O", "O", "O", "H", "H", "H", "H", "H", "H", "H", "H", "O"],
  "coordinates": [[10.41954, -12.74474, -12.21297], [9.18958, -11.77935, -13.13709], [11.02010, -12.03619, -12.04303], [13.82980, -10.73359, -10.53813], [8.83747, -14.50482, -10.46696], [8.60020, -11.20399, -13.60408], [9.09740, -10.41885, -13.79001], [8.87557, -13.99514, -9.63496], [10.20010, -13.24904, -11.44145], [11.70121, -9.37378, -11.32034], [8.36664, -15.30368, -10.20072], [14.28526, -11.46847, -10.89903], [12.14330, -9.33138, -12.79440], [13.17350, -10.52170, -11.19386], [11.86006, -9.93058, -12.06938]]
}


Entry Q
{
  "formula": "H10O5",
  "method": "ωB97M-V/def2-TZVPD",
  "smiles": "O.O.O.O.O",
  "gap_ev": 11.231,
  "total_charge": 0,
  "lumo_energy_ev": 0.20,
  "elements": ["H", "O", "H", "H", "O", "H", "H", "H", "O", "H", "H", "O", "O", "H", "H"],
  "coordinates": [[-4.52033, 1.65201, -2.64267], [0.53567, 2.69953, 4.19957], [2.61984, -1.12604, -2.90237], [0.41357, -2.88265, 0.32883], [-4.26561, 1.43096, -1.73977], [0.38880, 2.70728, 3.24702], [1.83344, -2.39317, 0.56214], [0.61886, -0.28145, 0.53921], [0.92380, -2.24986, 0.84675], [-4.88781, 0.74117, -1.48277], [3.71063, -2.06411, -2.41223], [3.04052, -1.97071, -3.09869], [-0.04120, 0.41617, 0.45775], [-0.01807, 0.65299, -0.47626], [-0.35211, 2.66788, 4.57349]]
}


Which of them is least stable? Easy: entry Q.


Entry P
{
  "formula": "H10O5",
  "method": "ωB97M-V/def2-TZVPD",
  "smiles": "O.O.O.O.O",
  "gap_ev": 10.558,
  "total_charge": 0,
  "lumo_energy_ev": -0.07,
  "elements": ["O", "O", "H", "H", "H", "H", "O", "O", "H", "O", "H", "H", "H", "H", "H"],
  "coordinates": [[17.98730, -9.23945, -11.28862], [15.96988, -7.49161, -10.18872], [16.45932, -11.45489, -13.46946], [16.29896, -11.89512, -12.02989], [15.02485, -7.46789, -10.33897], [17.21977, -11.16037, -9.07857], [16.94943, -11.80727, -12.72660], [17.69171, -11.98918, -9.15967], [17.46620, -5.57040, -12.29597], [17.95902, -5.76528, -11.49886], [18.25295, -10.13569, -11.08268], [17.77249, -9.26108, -12.22115], [17.40114, -6.37393, -11.01456], [17.02808, -12.61606, -9.44749], [16.21960, -8.39702, -10.37341]]
}


Entry Q
{
  "formula": "H10O5",
  "method": "ωB97M-V/def2-TZVPD",
  "smiles": "O.O.O.O.O",
  "gap_ev": 11.602,
  "total_charge": 0,
  "lumo_energy_ev": 0.46,
  "elements": ["H", "H", "H", "O", "H", "H", "H", "O", "O", "H", "H", "O", "H", "H", "O"],
  "coordinates": [[0.83593, -2.73933, 0.75257], [-0.80099, -1.23998, -0.98613], [-1.07913, 0.50605, 1.42868], [0.54758, 0.52296, 0.54674], [-1.71792, -0.07093, -1.15540], [1.33627, 1.00913, 0.24525], [1.08110, 2.27757, -1.57844], [-1.94508, 0.10351, 1.58494], [-0.95170, -0.48385, -1.59840], [-1.98448, 0.01845, 2.53726], [2.15722, 1.21905, -1.78213], [0.02702, -2.19653, 0.72550], [0.39826, -1.32283, 0.95734], [0.08098, 0.30490, -0.31050], [2.01494, 2.09184, -1.36728]]
}


Entry R
{
  "formula": "H10O5",
  "method": "ωB97M-V/def2-TZVPD",
  "smiles": "O.O.O.O.O",
  "gap_ev": 11.200,
  "total_charge": 0,
  "lumo_energy_ev": 0.07,
  "elements": ["H", "O", "O", "H", "H", "O", "H", "H", "H", "O", "H", "H", "H", "H", "O"],
  "coordinates": [[0.58307, 0.06658, 0.10846], [-3.48579, -2.63488, -1.05113], [0.56311, 4.44126, -0.72591], [4.03036, -2.92177, -0.28278], [1.22210, 0.17068, 1.48353], [-2.38596, 0.53585, 1.20394], [5.30340, -2.10283, -0.41977], [-4.26713, -2.57861, -0.48958], [-0.30334, 4.02595, -0.80188], [4.37376, -2.02744, -0.17673], [-2.68664, 1.12967, 0.50683], [-2.21185, 1.11992, 1.95062], [-3.11491, -1.74559, -1.02671], [1.06694, 4.06830, -1.45806], [0.98214, -0.46882, 0.80350]]
}


Entry S
{
  "formula": "H10O5",
  "method": "ωB97M-V/def2-TZVPD",
  "smiles": "O.O.O.O.O",
  "gap_ev": 11.063,
  "total_charge": 0,
  "lumo_energy_ev": 0.36,
  "elements": ["O", "H", "O", "H", "O", "H", "O", "O", "H", "H", "H", "H", "H", "H", "H"],
  "coordinates": [[-0.43564, 0.87873, -0.10779], [2.92068, 1.14451, -1.84185], [-0.95466, -1.64354, 1.82730], [-1.33426, -1.85105, 2.68735], [2.03772, -1.03045, 1.03378], [3.15959, -0.36551, -1.91089], [-3.09860, 1.48377, -1.15585], [2.57498, 0.30076, -1.53315], [1.12728, -0.95529, 1.34591], [2.04382, -0.56641, 0.18524], [-1.61819, -1.09034, 1.40052], [-2.43774, 1.58270, -0.45479], [-3.87325, 1.10273, -0.73181], [-0.45731, -0.08384, -0.11394], [0.34559, 1.09326, -0.63004]]
}


Which of them is least stable? Easy: entry R.


Entry P
{
  "formula": "H10O5",
  "method": "ωB97M-V/def2-TZVPD",
  "smiles": "O.O.O.O.O",
  "gap_ev": 11.115,
  "total_charge": 0,
  "lumo_energy_ev": 0.44,
  "elements": ["H", "O", "H", "O", "H", "O", "O", "H", "H", "H", "H", "H", "H", "H", "O"],
  "coordinates": [[3.41865, -0.75349, -1.06091], [0.03823, 0.08135, -0.03982], [-1.01469, 1.31639, 2.97391], [-0.16452, 0.86264, 2.55821], [-1.87621, -1.99112, -1.52454], [-1.26799, 2.14995, -1.00674], [3.03375, -0.64425, -0.22827], [-2.14507, -2.39199, -0.10928], [2.97273, 0.28732, -0.11384], [-0.20656, 0.48858, 1.69903], [0.89094, -0.29806, 0.26523], [-1.31987, 2.14720, -1.89036], [-0.18766, -0.67946, -0.28380], [-0.73799, 1.50829, -0.55437], [-1.43375, -2.08333, -0.68443]]
}


Entry Q
{
  "formula": "H10O5",
  "method": "ωB97M-V/def2-TZVPD",
  "smiles": "O.O.O.O.O",
  "gap_ev": 10.901,
  "total_charge": 0,
  "lumo_energy_ev": 0.28,
  "elements": ["H", "H", "O", "O", "H", "O", "H", "H", "H", "H", "H", "H", "O", "O", "H"],
  "coordinates": [[-11.74813, -5.75259, 0.86113], [-12.71553, -6.84377, 4.75946], [-14.01065, -8.01667, 0.92367], [-9.64194, -5.39503, 0.32652], [-13.89501, -8.60019, 0.16872], [-12.25866, -2.92849, 1.71399], [-12.25996, -3.88910, 1.60371], [-9.30653, -4.82632, 1.02634], [-8.86786, -5.84761, -0.01854], [-12.58164, -5.84294, 3.60930], [-11.60423, -2.60261, 1.09085], [-12.94951, -6.53779, 1.41258], [-12.45255, -5.94147, 4.56340], [-12.24041, -5.92685, 1.67239], [-14.57971, -8.49642, 1.53225]]
}


Which of them is least stable? Easy: entry P.


Entry P
{
  "formula": "H10O5",
  "method": "ωB97M-V/def2-TZVPD",
  "smiles": "O.O.O.O.O",
  "gap_ev": 11.252,
  "total_charge": 0,
  "lumo_energy_ev": 0.43,
  "elements": ["H", "O", "H", "O", "O", "H", "H", "H", "O", "H", "H", "O", "H", "H", "H"],
  "coordinates": [[1.87687, 0.34433, 0.25847], [2.37887, 1.17333, 0.31047], [0.01987, -0.36667, -0.48053], [0.37587, -0.68467, 0.37247], [-0.47013, 0.10033, -1.97453], [-0.29213, -0.64667, -2.54053], [-0.83813, 2.16633, 1.02147], [-0.92813, 1.78933, 2.44047], [-1.52613, -2.61367, -0.20053], [3.13287, 1.04133, -0.21653], [-2.27413, -2.25167, 0.25347], [-0.74713, 1.47133, 1.59547], [0.34087, 0.59633, -1.92853], [-0.15413, -0.15467, 0.98147], [-0.89513, -1.96467, 0.10747]]
}


Entry Q
{
  "formula": "H10O5",
  "method": "ωB97M-V/def2-TZVPD",
  "smiles": "O.O.O.O.O",
  "gap_ev": 11.056,
  "total_charge": 0,
  "lumo_energy_ev": 0.42,
  "elements": ["H", "O", "H", "H", "H", "H", "O", "O", "H", "O", "H", "H", "O", "H", "H"],
  "coordinates": [[5.93207, 4.66974, 4.18488], [7.59862, 6.80086, 2.26291], [8.35662, 6.98738, 2.81688], [3.39432, 3.95694, 1.86515], [2.78554, 4.14557, 3.23836], [6.93724, 6.46320, 2.86690], [3.51193, 3.71814, 2.78459], [6.81102, 3.61594, 5.46925], [7.71318, 3.53710, 5.15923], [3.95774, 7.82267, 4.91093], [6.52080, 2.71257, 5.59545], [4.09029, 7.41877, 4.05329], [5.62020, 5.36190, 3.60189], [4.82531, 8.13771, 5.16450], [4.75440, 5.06645, 3.32023]]
}


Entry R
{
  "formula": "H10O5",
  "method": "ωB97M-V/def2-TZVPD",
  "smiles": "O.O.O.O.O",
  "gap_ev": 10.834,
  "total_charge": 0,
  "lumo_energy_ev": 0.12,
  "elements": ["O", "H", "H", "H", "H", "H", "O", "H", "O", "O", "H", "H", "H", "H", "O"],
  "coordinates": [[1.48013, 2.15587, -0.13160], [2.72913, -1.18413, 0.08340], [-3.07787, -0.22013, 0.74840], [0.68013, 0.78387, 0.81240], [1.36013, -1.11713, 0.95740], [-0.40987, -2.11613, -1.72760], [-1.24287, -1.74413, -2.00160], [-0.82887, 0.61787, 0.97840], [-2.71687, -0.27613, -0.14460], [2.26013, -1.44313, 0.90240], [-2.67687, 0.63087, -0.27560], [2.33113, 1.79687, -0.24060], [1.55713, 3.02687, 0.20840], [-1.47987, -1.09113, -1.33460], [0.03513, 0.17987, 1.16540]]
}


Which of them is least stable? Easy: entry R.